This record from OMol25 describes the molecule C5H11N. The level of theory is the ωB97M-V functional and the def2-TZVPD basis.

Positions of all 17 atoms, in Å:
1 C -0.7468 -0.5774 -0.1721
2 C -0.5790 0.9180 0.1453
3 C 0.6002 1.3656 -0.7192
4 C 1.6155 0.2086 -0.1907
5 C 0.7253 -1.0306 0.0790
6 H -1.7550 -1.0795 1.6402
7 H -2.7538 -1.0253 0.3345
8 H -0.9463 -0.6799 -1.1558
9 H -0.5020 1.0065 1.2952
10 H -1.5508 1.3624 0.0213
11 H 0.3439 1.0474 -1.8738
12 H 0.9704 2.4844 -0.5496
13 H 2.2208 0.5469 0.7820
14 H 2.4863 0.0138 -0.9608
15 H 0.7749 -1.3551 1.1600
16 H 0.9029 -1.9665 -0.4226
17 N -1.8064 -1.2392 0.5872

Atomic forces in eV per Å
C 1.2 1.3 3.9
C -1.4 0.1 1.1
C 0.8 -0.7 -0.2
C 2.6 1.0 -0.5
C -1.0 -0.6 1.8
H 0.2 -0.2 -2.0
H -0.1 0.3 -0.5
H -0.9 -0.4 -3.3
H 0.8 0.0 -1.6
H -0.4 0.8 -0.7
H 0.7 1.4 2.8
H -0.8 -2.6 -0.7
H -1.6 -0.6 -2.0
H -1.8 0.2 1.3
H 0.0 0.6 -0.8
H 0.6 -0.1 -0.7
N 0.9 -0.5 2.2

The value obtained for the energy above the lowest of the compared OMol25 structures with the same formula, charge and spin is 33.3 kcal per mole. The SMILES is NC1CCCC1. The value obtained for the HOMO energy is -8.915 eV. For the LUMO energy, the calculation gives 1.2 eV.

=====

This record from OMol25 describes the molecule C5H7ClN2O7. The level of theory is the ωB97M-V functional and the def2-TZVPD basis.

Positions of all 22 atoms, in Å:
1 C -0.2792 0.3059 1.3340
2 C -1.3131 0.2315 -1.3730
3 C 0.1116 -0.2641 -0.8803
4 C -0.1909 -0.1542 2.8141
5 C -1.3403 -1.2393 3.0850
6 N -1.0990 -2.4597 2.1232
7 N -1.1600 -1.7768 4.4974
8 O -0.5909 1.4352 1.0745
9 O 0.0307 -2.8381 2.0314
10 O -2.0271 -2.8010 1.5229
11 O -0.0725 -1.6989 5.0491
12 O -2.1409 -2.3124 4.9434
13 O -0.3829 0.8492 3.7055
14 O -0.0780 -0.6602 0.4802
15 Cl -2.9495 -0.4650 2.9835
16 H -1.9396 -0.5555 -1.9041
17 H -1.9170 0.6036 -0.5183
18 H -1.0922 1.1066 -1.9790
19 H 0.7893 0.5917 -0.8985
20 H 0.3381 -1.2079 -1.3300
21 H 0.7922 -0.7227 2.9014
22 H -0.3398 1.6768 3.1713

Atomic forces in eV per Å
C -0.9 0.0 1.4
C 0.1 -0.6 -0.1
C -3.3 0.7 0.1
C 0.2 -2.6 -0.9
C 1.1 1.7 -0.2
N 1.1 2.1 1.8
N 0.6 -0.6 0.8
O 0.6 0.8 0.1
O 0.9 -0.5 0.6
O -3.0 -1.5 -2.0
O -0.9 0.2 -1.0
O -0.2 -0.2 0.3
O 0.4 1.5 -0.3
O 1.0 -0.4 0.7
Cl 1.3 -1.0 -0.3
H 1.1 1.0 0.5
H 0.5 -0.4 -0.6
H -0.5 -0.1 -0.5
H 0.4 -0.6 -0.3
H 0.9 0.0 -0.7
H -1.1 0.7 0.3
H -0.3 -0.4 0.5

The value obtained for the energy above the lowest of the compared OMol25 structures with the same formula, charge and spin is 0.0 kcal per mole. The SMILES is CCOC(=O)[C@@H](O)C(Cl)([N+](=O)[O-])[N+](=O)[O-]. The value obtained for the HOMO energy is -11.312 eV. For the LUMO energy, the calculation gives -0.7 eV.

=====

This record from OMol25 describes a structure of composition C40H60Cl2OOsP2S2Si. The level of theory is the ωB97M-V functional and the def2-TZVPD basis.

Positions of all 109 atoms, in Å:
1 Os 1.2335 -0.3593 -0.0810
2 C -2.6326 -1.2269 -0.4296
3 Si -0.9532 -1.3862 0.3575
4 C -1.1794 -1.4629 2.2024
5 C -2.3246 -2.0457 2.7558
6 C -2.5863 -1.9580 4.1149
7 C -1.7164 -1.2684 4.9443
8 C -0.5704 -0.6902 4.4201
9 C -0.2986 -0.7885 3.0578
10 P 1.2456 -0.1676 2.3672
11 C 2.5810 -1.2092 3.0633
12 C 2.3291 -2.6729 2.6400
13 C 3.1753 -3.6646 3.4618
14 C 4.4515 -3.0006 3.9584
15 C 4.1066 -1.8855 4.9490
16 C 2.7987 -1.1547 4.5804
17 C 1.4508 1.6211 2.6701
18 C 2.7929 2.1010 2.0637
19 C 3.8521 2.2743 3.1490
20 C 3.4361 3.3779 4.1395
21 C 1.9115 3.5120 4.2307
22 C 1.2561 2.1383 4.1113
23 C -0.0694 -2.7390 -0.5912
24 C 0.0594 -4.0393 -0.0859
25 C 0.4992 -5.0733 -0.8914
26 C 0.8640 -4.8155 -2.2065
27 C 0.8013 -3.5288 -2.7204
28 C 0.3237 -2.4797 -1.9371
29 P 0.5938 -0.7236 -2.3980
30 C -0.8238 0.3547 -2.7878
31 C -0.4303 1.8062 -2.4200
32 C -1.5550 2.7353 -2.8677
33 C -1.6278 2.7882 -4.4022
34 C -1.1417 1.4807 -5.0453
35 C -1.4944 0.2735 -4.1787
36 C 1.8888 -0.7217 -3.6787
37 C 1.4457 -1.1118 -5.1007
38 C 2.6917 -1.3388 -5.9593
39 C 3.5479 -0.0772 -6.0092
40 C 3.9262 0.3961 -4.6088
41 C 2.6907 0.5894 -3.7302
42 H -3.2206 -2.0272 0.0289
43 H -2.6168 -1.4276 -1.4978
44 H -3.1453 -0.2870 -0.2359
45 H -3.0303 -2.5741 2.1290
46 H -3.4746 -2.4189 4.5246
47 H -1.9261 -1.1835 6.0015
48 H 0.1090 -0.1711 5.0813
49 H 3.4865 -0.8373 2.5665
50 H 2.5548 -2.7911 1.5786
51 H 1.2677 -2.9113 2.7725
52 H 3.3976 -4.5383 2.8486
53 H 2.5995 -4.0258 4.3175
54 H 4.9993 -2.5962 3.1027
55 H 5.1135 -3.7269 4.4283
56 H 4.9245 -1.1652 5.0075
57 H 3.9945 -2.3066 5.9493
58 H 2.8522 -0.1322 4.9492
59 H 1.9469 -1.6282 5.0741
60 H 0.6351 2.0385 2.0720
61 H 2.6212 3.0558 1.5606
62 H 3.1517 1.4148 1.2836
63 H 4.8165 2.5195 2.7008
64 H 3.9937 1.3235 3.6725
65 H 3.8719 4.3317 3.8400
66 H 3.8429 3.1496 5.1260
67 H 1.5323 4.1566 3.4329
68 H 1.6254 3.9870 5.1686
69 H 0.1900 2.1874 4.3367
70 H 1.7078 1.4730 4.8478
71 H -0.2141 -4.2455 0.9419
72 H 0.5630 -6.0794 -0.5005
73 H 1.2185 -5.6203 -2.8363
74 H 1.1428 -3.3574 -3.7291
75 H -1.5519 0.0626 -2.0366
76 H 0.5059 2.1064 -2.8965
77 H -0.2765 1.8860 -1.3352
78 H -1.4094 3.7351 -2.4573
79 H -2.4939 2.3573 -2.4501
80 H -1.0140 3.6143 -4.7641
81 H -2.6503 3.0049 -4.7128
82 H -0.0606 1.5325 -5.1979
83 H -1.5793 1.3617 -6.0364
84 H -1.2717 -0.6695 -4.6796
85 H -2.5760 0.2737 -4.0214
86 H 2.5742 -1.4955 -3.3065
87 H 0.8726 -0.2873 -5.5296
88 H 0.7890 -1.9819 -5.1166
89 H 2.3971 -1.6442 -6.9636
90 H 3.2761 -2.1632 -5.5365
91 H 2.9862 0.7137 -6.5169
92 H 4.4463 -0.2507 -6.6024
93 H 4.4923 1.3278 -4.6577
94 H 4.5805 -0.3457 -4.1362
95 H 2.0676 1.3839 -4.1505
96 H 2.9848 0.9020 -2.7252
97 Cl -0.5484 4.4722 0.6763
98 C -2.0933 3.6966 1.0123
99 Cl -1.9228 1.9185 1.0837
100 H -2.7854 3.9290 0.2107
101 H -2.4609 4.0260 1.9776
102 C 5.5522 2.0547 -0.9205
103 O 4.4706 1.0877 -1.0426
104 C 4.5872 -0.0236 -0.3609
105 S 5.7362 -0.5378 0.6460
106 S 3.3142 -1.2329 -0.6945
107 H 5.2338 2.9031 -1.5157
108 H 6.4626 1.6100 -1.3168
109 H 5.6810 2.3214 0.1260

Atomic forces in eV per Å
Os 0.5 0.3 -0.3
C 0.0 0.0 0.0
Si -0.1 0.2 0.0
C -0.2 -0.1 0.1
C 0.0 0.0 0.0
C 0.0 0.0 0.0
C 0.0 0.0 0.0
C 0.0 0.0 0.0
C 0.0 0.0 0.1
P 0.0 -0.3 -0.1
C 0.1 0.0 0.1
C -0.1 0.0 0.0
C 0.0 0.0 0.0
C 0.0 0.0 0.0
C 0.0 0.0 0.0
C 0.0 0.0 0.0
C 0.0 0.1 0.0
C 0.1 0.0 0.0
C 0.0 0.1 0.0
C 0.0 0.0 0.0
C 0.0 0.0 0.0
C -0.1 0.0 0.0
C 0.2 -0.2 -0.1
C 0.0 0.1 0.0
C 0.0 0.0 0.0
C 0.0 0.0 0.0
C 0.0 0.1 0.1
C 0.0 -0.1 0.0
P -0.1 -0.1 0.3
C -0.1 0.1 -0.1
C 0.1 0.0 0.1
C 0.0 0.0 0.0
C 0.0 0.0 0.0
C 0.0 0.0 0.0
C 0.0 0.0 0.0
C 0.1 0.0 -0.2
C 0.0 0.1 0.0
C 0.0 0.0 0.0
C 0.0 0.0 0.0
C 0.0 0.0 0.1
C -0.1 0.0 0.1
H -0.1 0.0 0.0
H 0.0 -0.1 0.0
H 0.0 0.0 0.0
H 0.0 0.0 0.0
H 0.0 0.0 0.0
H 0.0 0.0 0.0
H 0.0 0.0 0.0
H 0.0 0.0 0.0
H 0.0 0.0 0.0
H 0.0 0.0 0.0
H 0.0 0.0 0.0
H 0.0 0.0 0.0
H 0.0 0.0 0.0
H 0.0 0.0 0.0
H 0.0 0.0 0.0
H 0.0 0.0 0.0
H 0.0 0.0 0.0
H 0.0 0.0 0.0
H 0.0 0.0 0.0
H 0.0 0.0 0.0
H 0.0 0.0 0.1
H 0.0 0.0 0.0
H 0.0 0.0 0.0
H 0.0 0.0 0.0
H 0.0 0.0 0.0
H 0.0 0.0 0.0
H 0.0 0.0 0.0
H 0.0 0.0 0.0
H 0.0 0.0 0.0
H 0.0 0.0 0.0
H 0.0 0.0 0.0
H 0.0 0.0 0.0
H 0.0 0.0 0.0
H 0.0 0.0 0.0
H 0.0 0.0 0.0
H 0.0 0.0 -0.1
H 0.0 0.0 0.0
H 0.0 0.0 0.0
H 0.0 0.0 0.0
H 0.0 0.0 0.0
H 0.0 0.0 0.0
H 0.0 0.0 0.0
H 0.0 0.0 0.0
H 0.0 0.0 0.0
H 0.0 0.0 0.0
H 0.0 0.0 0.0
H 0.0 0.0 0.0
H 0.0 0.0 0.0
H 0.0 0.0 0.0
H 0.0 0.0 0.0
H 0.0 0.0 0.0
H 0.0 0.0 0.0
H 0.0 0.0 0.0
H 0.0 0.0 0.0
H -0.1 0.0 -0.1
Cl 0.1 0.0 0.0
C 0.0 -0.1 0.0
Cl -0.1 0.0 0.1
H 0.0 0.0 0.0
H 0.0 0.0 0.0
C -0.1 -0.1 0.0
O 0.1 0.1 0.2
C -0.1 -0.4 -0.2
S 0.2 0.2 0.2
S -0.2 0.1 0.2
H 0.0 0.0 0.0
H 0.0 0.0 0.0
H 0.0 0.0 0.0

Its spin multiplicity is 5. The value obtained for the HOMO energy (spin up / spin down) is -13.455 / -13.794 eV. For the LUMO energy (spin up / spin down), the calculation gives -5.4 / -7.8 eV. The total charge is +2.